Entry 1:
{"formula": "C33H45N8O3S2Ti", "method": "ωB97M-V/def2-TZVPD", "species": ["Ti", "C", "N", "C", "C", "N", "C", "C", "C", "C", "C", "C", "C", "S", "C", "C", "C", "C", "C", "C", "S", "H", "H", "H", "H", "H", "H", "H", "H", "H", "H", "H", "H", "H", "H", "H", "H", "H", "H", "C", "C", "C", "C", "C", "C", "O", "N", "C", "O", "N", "C", "O", "H", "H", "H", "H", "H", "H", "H", "H", "H", "H", "H", "N", "C", "C", "C", "N", "H", "H", "H", "H", "C", "C", "N", "C", "C", "N", "C", "C", "H", "H", "H", "H", "H", "H", "H", "H", "H", "H", "H", "H"], "coordinates": [[0.31469, 0.53126, -0.19607], [2.49017, -1.40722, -1.83888], [2.18474, 0.04728, -1.62375], [3.32673, 0.69962, -0.92426], [3.51494, 0.10171, 0.43386], [2.34628, 0.44266, 1.30059], [2.65963, 1.73345, 1.95609], [2.11861, -0.61955, 2.28196], [2.84182, -0.65312, 3.46851], [2.66044, -1.68097, 4.38181], [1.75993, -2.69914, 4.10189], [1.04957, -2.67640, 2.91158], [1.22048, -1.63656, 1.99783], [0.28584, -1.69103, 0.49333], [2.09593, 0.64213, -2.97565], [3.17348, 0.59328, -3.85561], [3.06096, 1.13384, -5.12583], [1.86611, 1.72659, -5.52258], [0.79750, 1.77112, -4.64578], [0.91438, 1.22321, -3.36779], [-0.47271, 1.20975, -2.30664], [3.49515, -1.51244, -2.24672], [1.75814, -1.80037, -2.53696], [2.41139, -1.97180, -0.92701], [3.11064, 1.76113, -0.84653], [4.23788, 0.59365, -1.50620], [4.43037, 0.49380, 0.87009], [3.62193, -0.97326, 0.38407], [1.92535, 1.95975, 2.71746], [3.64037, 1.70252, 2.42428], [2.67128, 2.52433, 1.21340], [3.55461, 0.13031, 3.69724], [3.22562, -1.68311, 5.30630], [1.60724, -3.50762, 4.80751], [0.34249, -3.46637, 2.67767], [4.11188, 0.13211, -3.56508], [3.90527, 1.09329, -5.80245], [1.76773, 2.15015, -6.51649], [-0.14473, 2.22657, -4.93916], [-3.59813, 2.85336, 2.48630], [-2.96021, 2.40078, 3.80008], [-1.41104, 2.30417, 3.76787], [-0.90998, 2.09377, 5.20350], [0.59977, 1.90443, 5.32695], [-0.90786, 3.63748, 3.23767], [-1.00849, 4.67153, 3.83921], [-0.38054, 3.64344, 1.93316], [-0.05289, 2.50648, 1.28815], [0.55647, 2.53476, 0.16219], [-0.31200, 1.29127, 1.74473], [-1.02401, 1.08517, 2.92331], [-1.38714, -0.01779, 3.25038], [-4.68413, 2.76765, 2.53947], [-3.26205, 2.24164, 1.64321], [-3.36447, 3.90135, 2.26492], [-3.31842, 1.40981, 4.07912], [-3.22205, 3.09125, 4.60192], [-1.42866, 1.21816, 5.59566], [-1.22908, 2.96188, 5.77838], [0.93705, 1.02409, 4.77118], [0.87783, 1.75061, 6.36915], [1.14630, 2.78620, 4.97292], [-0.11862, 4.53054, 1.53049], [-2.56193, -0.53407, 0.64572], [-3.88880, -0.39457, 0.59165], [-4.15404, 0.66306, -0.25160], [-2.89902, 1.10464, -0.66533], [-1.92440, 0.35851, -0.12482], [-2.00712, -1.15814, 1.20861], [-4.54356, -1.03865, 1.16155], [-5.11776, 1.06730, -0.52418], [-2.66275, 1.92143, -1.32674], [-2.10422, -2.14947, -2.29031], [-3.02479, -3.05787, -3.15898], [-2.23173, -3.73817, -4.18407], [-1.17602, -4.51464, -3.52963], [-0.23015, -3.56097, -2.73724], [-0.72765, -2.17611, -2.80958], [-0.74947, -1.74988, -4.21844], [-1.61743, -2.73375, -5.06026], [-2.07762, -2.49680, -1.25490], [-2.44755, -1.11359, -2.29862], [-3.80016, -2.47325, -3.65723], [-3.52071, -3.81508, -2.54898], [-0.62886, -5.06677, -4.29473], [-1.64691, -5.24403, -2.86791], [0.77911, -3.58432, -3.15684], [-0.16132, -3.84344, -1.68341], [0.28170, -1.71229, -4.58509], [-1.15046, -0.73427, -4.25342], [-1.01401, -3.25594, -5.80281], [-2.41212, -2.20543, -5.58838]], "forces_ev_per_angstrom": [[-0.081, -0.339, -0.300], [-0.147, 0.280, -0.182], [0.106, 0.176, -0.344], [-0.203, -0.190, -0.052], [-0.225, 0.076, 0.217], [-0.104, -0.135, -0.268], [0.030, -0.058, -0.131], [0.292, 0.293, 0.028], [0.048, 0.024, 0.113], [-0.005, -0.003, -0.005], [-0.047, 0.004, -0.069], [-0.010, -0.045, 0.028], [-0.196, -0.222, -0.001], [0.101, 0.196, 0.088], [0.324, -0.168, 0.297], [0.103, 0.014, -0.022], [-0.013, 0.003, 0.029], [-0.049, 0.007, -0.011], [-0.071, 0.091, -0.124], [-0.237, 0.162, -0.032], [0.205, -0.384, 0.184], [0.045, 0.003, -0.075], [-0.044, 0.051, 0.020], [-0.015, -0.077, 0.255], [-0.052, 0.218, -0.054], [0.158, -0.054, -0.087], [0.165, 0.016, 0.174], [-0.033, -0.193, -0.001], [-0.080, 0.003, 0.101], [0.093, -0.005, 0.067], [0.014, 0.033, -0.044], [-0.062, -0.090, -0.002], [-0.040, -0.008, -0.065], [0.011, 0.062, -0.063], [0.073, 0.090, 0.048], [-0.107, 0.040, -0.036], [-0.048, -0.003, 0.027], [0.019, -0.040, 0.111], [0.145, -0.064, 0.025], [0.157, 0.040, 0.040], [-0.048, 0.009, -0.192], [0.121, 0.039, -0.056], [0.164, -0.013, 0.098], [-0.067, 0.030, -0.090], [-0.144, 0.135, 0.009], [0.063, -0.092, -0.039], [0.022, -0.118, 0.205], [0.214, 0.025, 0.001], [-0.242, 0.108, 0.403], [0.009, 0.071, 0.197], [-0.234, 0.279, -0.483], [0.128, -0.232, 0.029], [0.048, -0.002, 0.008], [-0.043, 0.080, 0.125], [-0.030, -0.145, 0.033], [-0.017, -0.003, 0.026], [0.007, 0.014, 0.001], [-0.004, 0.015, 0.001], [-0.004, 0.006, 0.059], [-0.001, 0.044, 0.001], [-0.002, 0.020, -0.006], [-0.043, -0.074, 0.007], [0.058, 0.122, -0.034], [-0.014, 0.049, -0.061], [-0.114, -0.076, 0.144], [-0.085, 0.034, -0.108], [0.057, -0.007, -0.058], [-0.427, 0.289, -0.204], [0.138, -0.155, 0.162], [0.116, 0.063, -0.079], [0.160, -0.074, 0.040], [-0.016, -0.037, 0.029], [0.039, -0.129, -0.202], [0.160, 0.041, 0.009], [0.062, 0.058, 0.002], [0.021, 0.192, 0.040], [-0.182, 0.022, -0.119], [-0.031, -0.194, -0.006], [-0.060, -0.143, 0.043], [0.030, -0.007, 0.239], [0.013, 0.007, 0.015], [-0.006, 0.008, 0.013], [0.000, 0.001, -0.012], [-0.011, -0.001, -0.006], [0.004, -0.009, -0.006], [-0.005, 0.011, -0.012], [-0.011, -0.012, 0.005], [0.007, -0.002, -0.025], [-0.033, 0.001, 0.011], [0.013, -0.035, -0.003], [0.009, -0.018, -0.031], [-0.010, 0.001, -0.012]], "total_charge": 1, "e_lumo_ev": -3.682, "e_homo_ha": -0.3593, "e_tot_ha": -3594.06671, "e_above_lowest_ev": 0.0000}

Entry 2:
{"formula": "C33H46B2F6N7O6RuS5", "method": "ωB97M-V/def2-TZVPD", "species": ["Ru", "C", "C", "C", "C", "N", "C", "C", "N", "B", "N", "C", "C", "N", "C", "S", "C", "C", "C", "C", "N", "C", "C", "N", "C", "S", "C", "C", "C", "C", "C", "S", "H", "H", "H", "H", "H", "H", "H", "H", "H", "H", "H", "H", "H", "H", "H", "H", "H", "H", "H", "H", "H", "H", "H", "H", "H", "H", "H", "H", "H", "H", "H", "H", "H", "H", "C", "C", "C", "C", "C", "C", "C", "C", "O", "B", "O", "C", "C", "H", "H", "H", "H", "H", "H", "H", "H", "H", "H", "H", "H", "F", "C", "F", "F", "S", "O", "O", "N", "S", "O", "O", "C", "F", "F", "F"], "coordinates": [[-1.62359, 0.77564, 0.46470], [-3.43590, 5.46947, -0.85332], [-2.06820, 5.11557, -1.43226], [-2.12077, 3.89370, -2.34680], [-1.56113, 6.31098, -2.23496], [-1.10981, 4.85038, -0.30895], [0.13046, 5.44287, -0.18310], [0.74775, 4.86483, 0.86992], [-0.10180, 3.91846, 1.39353], [0.36023, 3.08936, 2.61770], [-0.80630, 2.57385, 3.48116], [-1.45692, 3.43579, 4.33327], [-2.50205, 2.77712, 4.87672], [-2.49452, 1.49750, 4.35314], [-1.45769, 1.40610, 3.50121], [-1.02118, 0.02079, 2.53478], [-3.52081, 0.44959, 4.64924], [-2.83551, -0.78413, 5.22870], [-4.30032, 0.13465, 3.37167], [-4.49754, 0.99753, 5.68724], [1.36576, 1.98032, 2.18315], [2.39425, 1.63589, 3.02839], [3.16332, 0.72634, 2.39907], [2.61109, 0.50577, 1.15321], [1.50040, 1.26719, 1.05655], [0.38084, 1.24744, -0.29161], [3.33004, -0.38450, 0.17505], [3.36220, -1.79095, 0.77530], [2.66688, -0.44571, -1.19182], [4.74057, 0.18482, -0.00214], [-1.21390, 3.91094, 0.65261], [-2.55980, 2.82596, 0.87318], [-4.08523, 5.79099, -1.66631], [-3.35259, 6.29120, -0.14254], [-3.90383, 4.62115, -0.36066], [-2.82518, 4.09131, -3.15302], [-2.45593, 3.00739, -1.81401], [-1.14220, 3.69688, -2.78393], [-2.30386, 6.53389, -2.99880], [-0.62382, 6.09752, -2.74555], [-1.44498, 7.20132, -1.61861], [0.45888, 6.23641, -0.82083], [1.70829, 5.05807, 1.30607], [0.97842, 3.84734, 3.31374], [-1.11443, 4.44113, 4.48206], [-3.23371, 3.10912, 5.58249], [-2.17789, -1.26170, 4.50671], [-3.59796, -1.50345, 5.52359], [-2.25896, -0.51925, 6.11475], [-3.66346, -0.32960, 2.62047], [-4.74745, 1.04115, 2.96163], [-5.10193, -0.56119, 3.61465], [-4.00281, 1.25193, 6.62343], [-5.22224, 0.21489, 5.90253], [-5.04785, 1.86271, 5.32158], [2.49059, 2.07988, 3.99965], [4.05584, 0.23037, 2.72301], [2.35197, -2.18556, 0.89290], [3.85756, -1.81925, 1.74282], [3.90932, -2.45066, 0.10228], [1.67504, -0.88711, -1.16237], [3.30226, -1.07546, -1.81425], [2.60017, 0.53203, -1.66391], [5.30125, 0.22015, 0.92895], [4.70026, 1.18992, -0.41956], [5.29036, -0.45102, -0.69378], [3.84988, -6.78422, -2.87023], [4.17045, -5.40055, -2.28702], [5.29681, -5.53943, -1.25695], [4.66290, -4.49418, -3.41544], [2.90521, -4.85131, -1.63310], [2.48444, -5.36165, -0.39931], [1.31384, -4.95555, 0.23321], [0.57007, -4.00473, -0.42314], [-0.64074, -3.42326, -0.04788], [-0.89889, -2.57801, -1.08569], [0.03498, -2.54957, -2.07395], [0.97140, -3.48931, -1.63822], [2.12337, -3.88642, -2.27298], [4.72764, -7.19455, -3.36951], [3.04042, -6.72510, -3.59751], [3.54922, -7.47937, -2.08703], [6.22122, -5.82089, -1.75999], [5.08757, -6.31152, -0.51877], [5.47424, -4.60318, -0.72688], [5.60680, -4.87572, -3.80174], [4.83291, -3.47335, -3.07065], [3.96532, -4.46207, -4.25125], [3.08317, -6.11497, 0.08876], [1.00406, -5.36892, 1.18124], [2.39209, -3.45970, -3.22509], [-4.59554, 0.30483, -0.81940], [-4.42784, -0.83893, -1.46031], [-5.25709, -0.93676, -2.47292], [-4.60457, -1.84440, -0.62525], [-2.65187, -0.87364, -2.13386], [-2.12737, 0.45223, -2.01186], [-2.04852, -1.77165, -1.01038], [-2.50257, -1.69727, -3.39813], [-2.93964, -0.97787, -4.83052], [-3.84468, 0.09382, -4.58615], [-3.19902, -2.01517, -5.75979], [-1.30770, -0.19254, -5.35351], [-1.40676, 1.12712, -5.27009], [-1.04776, -0.53534, -6.60289], [-0.30741, -0.59295, -4.57556]], "forces_ev_per_angstrom": [[-0.338, -0.426, 0.189], [-0.060, -0.033, -0.035], [-0.026, 0.102, 0.010], [-0.061, -0.006, 0.092], [-0.057, -0.010, -0.011], [0.182, -0.134, -0.059], [0.149, -0.005, 0.197], [-0.102, 0.175, -0.221], [0.081, 0.153, 0.030], [0.124, -0.107, -0.100], [-0.114, 0.046, 0.084], [-0.178, -0.072, 0.121], [0.153, 0.132, -0.096], [0.008, 0.115, 0.044], [0.151, -0.344, -0.085], [-0.268, 0.264, -0.065], [-0.094, 0.015, 0.028], [0.008, -0.038, -0.026], [0.026, -0.045, -0.001], [0.006, -0.064, 0.002], [0.028, 0.124, 0.035], [0.142, -0.166, -0.047], [-0.035, 0.148, 0.196], [0.094, 0.099, 0.002], [-0.170, -0.183, -0.249], [0.371, 0.301, -0.313], [-0.084, -0.051, 0.075], [0.015, 0.053, -0.074], [0.088, -0.082, -0.063], [-0.049, -0.080, 0.020], [-0.369, -0.256, -0.036], [-0.032, -0.148, 0.143], [-0.035, 0.002, -0.024], [0.022, 0.042, 0.027], [0.006, 0.040, -0.018], [-0.023, 0.002, -0.070], [-0.005, 0.024, -0.029], [0.055, -0.015, -0.001], [0.003, -0.001, -0.017], [0.066, -0.017, -0.009], [-0.012, 0.047, 0.042], [0.050, 0.050, -0.054], [0.094, 0.039, 0.033], [0.075, 0.007, 0.026], [0.020, 0.102, 0.028], [-0.036, 0.044, 0.071], [-0.004, 0.005, 0.011], [-0.028, -0.039, 0.008], [0.019, 0.017, 0.033], [-0.052, 0.019, 0.037], [0.015, 0.033, -0.010], [-0.041, -0.035, 0.003], [0.043, 0.011, 0.039], [-0.022, -0.008, 0.007], [-0.021, 0.046, -0.038], [0.028, 0.034, 0.097], [0.065, -0.010, 0.043], [-0.003, 0.020, -0.005], [0.046, 0.024, 0.085], [-0.019, -0.048, -0.031], [0.122, 0.013, -0.005], [0.034, -0.039, -0.042], [0.007, 0.038, -0.015], [0.019, -0.014, 0.051], [-0.019, 0.048, -0.016], [0.022, -0.019, -0.038], [0.016, 0.016, 0.009], [0.022, -0.017, -0.032], [0.028, -0.012, 0.009], [0.010, -0.010, -0.018], [-0.007, -0.024, 0.019], [-0.056, 0.040, -0.013], [-0.004, 0.048, -0.070], [-0.062, -0.036, 0.019], [0.162, -0.054, -0.044], [-0.158, 0.093, 0.185], [0.084, -0.113, -0.044], [0.014, -0.021, -0.038], [-0.053, 0.019, 0.123], [0.049, -0.026, -0.018], [-0.031, 0.018, -0.038], [-0.021, -0.031, 0.040], [0.037, -0.026, -0.025], [-0.019, -0.018, 0.041], [0.006, 0.071, 0.006], [0.036, -0.023, -0.017], [0.018, 0.063, 0.042], [-0.049, -0.003, -0.044], [0.041, -0.054, 0.029], [-0.022, -0.013, 0.037], [0.016, 0.035, -0.079], [-0.045, 0.079, -0.009], [0.133, -0.100, -0.142], [-0.015, 0.027, 0.124], [-0.034, -0.076, 0.001], [0.282, -0.453, 0.244], [-0.145, 0.383, -0.063], [-0.086, 0.000, -0.032], [-0.463, 0.414, -0.206], [0.505, -0.340, -0.067], [-0.146, 0.214, -0.023], [-0.037, 0.008, 0.051], [0.041, 0.065, -0.049], [-0.065, 0.021, 0.033], [-0.063, -0.011, -0.011], [-0.001, -0.086, 0.063]], "total_charge": 1, "e_lumo_ev": -2.667, "e_homo_ha": -0.3685, "e_tot_ha": -4854.59389, "e_above_lowest_ev": 0.0000}